Entry from the OMol25 dataset: a structure of composition C6H12BrClNaO3S (ωB97M-V with the def2-TZVPD basis set).

The total charge is +1. As for the LUMO energy: -4.5 eV. The value obtained for the frontier orbital gap is 8.1 eV. For the highest occupied orbital energy, the calculation gives -0.462 Ha.

Element x y z (Å)
O: -0.1685 -1.2988 2.0279
S: 0.0885 -2.2479 0.9622
O: 1.3753 -1.5365 0.0738
C: 1.9335 -0.2861 0.5754
C: 2.6377 0.4240 -0.5711
C: 2.5937 1.9449 -0.3944
Cl: 1.0865 2.6075 -1.0821
O: -1.0204 -2.1810 -0.1498
C: -1.6315 -0.9134 -0.5347
C: -2.9103 -0.6452 0.2515
C: -3.0933 0.8361 0.5384
Br: -3.4230 1.8253 -1.1008
H: 1.1197 0.3266 0.9598
H: 2.6115 -0.5276 1.3960
H: 3.6845 0.1141 -0.6755
H: 2.0816 0.2013 -1.4943
H: 3.4352 2.4437 -0.8681
H: 2.5783 2.2144 0.6641
H: -0.9103 -0.1033 -0.4083
H: -1.8188 -1.0190 -1.6033
H: -3.7657 -1.0042 -0.3239
H: -2.8759 -1.1861 1.1997
H: -3.9395 1.0250 1.1935
H: -2.1985 1.2853 0.9740
Na: 2.5297 -2.2994 -1.6100


Entry from the OMol25 dataset: a structure of composition C6H12BrMgO4 (ωB97M-V with the def2-TZVPD basis set).

The total charge is +1. As for the LUMO energy: -6.2 eV. The value obtained for the frontier orbital gap is 5.2 eV. For the highest occupied orbital energy, the calculation gives -0.417 Ha.

Element x y z (Å)
Mg: -3.0024 -0.0099 2.5252
Br: -1.9217 -1.6248 1.0614
C: 1.0744 0.6064 2.2828
O: 0.6789 1.9800 2.2928
C: -0.5691 2.2708 2.5071
O: -1.4814 1.4379 2.5379
O: -0.8102 3.5227 2.7145
C: 0.2436 4.4930 2.5687
H: 0.6966 0.0561 3.1437
H: 2.1587 0.5805 2.3462
H: 0.7864 0.1073 1.3604
H: 0.6174 4.5030 1.5499
H: 1.0406 4.2907 3.2788
H: -0.1896 5.4561 2.8120
C: 0.1440 -3.0471 -2.0294
C: 0.3713 -2.2475 -3.2880
O: 1.0721 -1.2748 -3.2963
C: -0.1979 -2.7863 -4.5849
H: -0.4478 -2.4359 -1.3416
H: 1.1104 -3.1636 -1.5368
H: -0.3446 -3.9999 -2.1921
H: -1.1102 -2.2239 -4.7980
H: -0.4202 -3.8494 -4.5104
H: 0.5008 -2.6414 -5.4039


Entry from the OMol25 dataset: a cluster of 6 separate species, C6H12Cl12 in total (ωB97M-V with the def2-TZVPD basis set).

As for the relative energy (zero: lowest compared OMol25 entry of this formula, charge and spin): 0.449 eV. As for the LUMO energy: 0.3 eV. Its SMILES is ClCCl.ClCCl.ClCCl.ClCCl.ClCCl.ClCCl. The value obtained for the frontier orbital gap is 11.0 eV. For the highest occupied orbital energy, the calculation gives -0.394 Ha.

Element x y z (Å)
Cl: 0.7870 -1.9976 -2.2707
C: 1.1013 -3.2875 -1.0415
Cl: 2.6789 -3.9689 -1.4700
H: 1.0914 -2.9168 -0.0165
H: 0.3037 -4.0274 -1.1076
Cl: 0.3919 -0.4114 1.2487
C: 0.9744 1.2103 0.8134
Cl: 1.7184 2.0212 2.1964
H: 1.7307 1.1494 0.0308
H: 0.1347 1.8454 0.5311
Cl: -2.3061 2.7646 -0.8810
C: -2.1877 1.6203 -2.1987
Cl: -1.8572 -0.0005 -1.5858
H: -3.1039 1.6276 -2.7893
H: -1.3464 1.9716 -2.7962
Cl: -2.0025 2.5378 2.7218
C: -1.1283 1.7605 4.0648
Cl: -0.3193 2.8608 5.2144
H: -1.7839 1.1331 4.6685
H: -0.3735 1.1113 3.6210
Cl: -2.8325 -1.0471 2.5133
C: -2.4435 -2.3664 1.3586
Cl: -3.4715 -3.8089 1.5990
H: -2.5823 -2.0024 0.3406
H: -1.4076 -2.5893 1.6141
Cl: 2.3924 1.9340 -2.6330
C: 3.6811 1.0078 -3.4328
Cl: 4.0426 -0.3436 -2.4264
H: 3.4961 0.6542 -4.4472
H: 4.6221 1.5579 -3.4399


Entry from the OMol25 dataset: a structure of composition C6H12ClErI2NOP (ωB97M-V with the def2-TZVPD basis set).

The total charge is +2. As for the relative energy (zero: lowest compared OMol25 entry of this formula, charge and spin): 0.757 eV. As for the LUMO energy (spin up / spin down): -10.8 / -10.8 eV. Its spin multiplicity is 4. The value obtained for the frontier orbital gap (spin up / spin down) is 5.7 / 5.7 eV. For the highest occupied orbital energy (spin up / spin down), the calculation gives -0.607 / -0.606 Ha.

Element x y z (Å)
I: 1.1822 1.6631 1.1051
I: 2.0276 -1.1121 0.1684
Er: -1.0427 -0.7133 1.1778
P: -0.9385 0.2226 -1.5319
C: 0.3894 0.9649 -2.5125
C: -1.4730 -1.1074 -2.6561
H: -3.1215 1.2062 -1.1544
H: -2.5643 1.4053 -2.8483
H: -1.8799 2.4449 -1.5522
C: -2.2649 1.4445 -1.7978
H: -2.2084 -1.7455 -2.1505
H: -1.9209 -0.6520 -3.5427
H: -0.0054 1.1781 -3.5188
H: 1.2397 0.2756 -2.5935
H: -0.5948 -1.7042 -2.9419
H: 0.7325 1.9003 -2.0512
C: 3.5419 1.3255 -0.6896
O: 4.6220 1.6613 -0.7702
Cl: -3.3677 -1.4030 1.1339
C: 1.5833 -1.2256 5.1547
C: 0.6670 -1.1426 4.0443
N: -0.1094 -1.0986 3.1700
H: 1.0398 -1.1638 6.1087
H: 2.3461 -0.4330 5.0977
H: 2.1196 -2.1912 5.1510


Entry from the OMol25 dataset: a structure of composition C6H12ClN3O2S (ωB97M-V with the def2-TZVPD basis set).

As for the relative energy (zero: lowest compared OMol25 entry of this formula, charge and spin): 0.000 eV. As for the LUMO energy (spin up / spin down): -0.9 / -0.9 eV. The value obtained for the frontier orbital gap (spin up / spin down) is 7.1 / 7.1 eV. For the highest occupied orbital energy (spin up / spin down), the calculation gives -0.291 / -0.291 Ha.

Element x y z (Å)
C: 2.5514 -0.5133 -1.0993
C: 3.0559 -0.8604 0.3028
C: 1.6038 0.9283 0.2028
C: -1.7073 -0.7457 -1.4479
C: -2.8264 0.1917 0.5589
C: 1.0018 2.1243 0.7425
N: 1.8131 0.5661 -1.0631
N: 2.3878 0.1876 1.1064
N: -1.8107 -0.7268 0.0235
O: -0.4782 -0.3925 2.0305
O: 0.4802 -1.8395 0.3608
S: -0.2499 -0.6059 0.5995
Cl: -0.5265 2.4969 -0.1400
H: 2.8783 -1.1699 -1.8672
H: 2.8500 -1.8252 0.5129
H: 4.0845 -0.8321 0.2453
H: -0.9415 -0.2101 -1.9186
H: -1.4764 -1.8218 -1.7875
H: -2.6586 -0.5350 -1.8186
H: -2.9570 1.2476 0.1260
H: -3.8633 -0.1830 0.4612
H: -2.4547 0.4462 1.4748
H: 1.7244 3.0953 0.5781
H: 0.5904 2.0938 1.8321
H: 2.0600 -0.2649 1.9303


Entry from the OMol25 dataset: the ion C6H12FN2O2 with charge +1 (ωB97M-V with the def2-TZVPD basis set).

The total charge is +1. As for the relative energy (zero: lowest compared OMol25 entry of this formula, charge and spin): 0.000 eV. As for the LUMO energy: -4.8 eV. Its SMILES is C=C([N+](=O)[O-])[C@@](C)(F)[C@H](C)[NH3+]. The value obtained for the frontier orbital gap is 10.6 eV. For the highest occupied orbital energy, the calculation gives -0.567 Ha.

Element x y z (Å)
C: -1.5941 -1.9030 0.2387
C: -1.2604 -0.6709 0.0086
N: -2.3121 0.3279 0.2013
O: -2.0038 1.5277 0.0863
O: -3.4179 0.0179 0.3909
C: 0.2897 -0.2105 -0.7580
C: 0.9617 -1.4690 -1.3438
F: -0.1153 0.5970 -1.8655
C: 1.2169 0.6943 0.0351
C: 1.2302 0.3443 1.4608
N: 0.5716 2.0988 0.0350
H: -2.4916 -2.0868 0.8367
H: -1.0363 -2.7168 -0.0153
H: 1.6178 -1.9797 -0.5712
H: 0.1175 -2.1375 -1.6927
H: 1.4769 -1.1735 -2.3759
H: 2.2058 0.8200 -0.5288
H: 1.5343 -0.6632 1.6535
H: 0.2991 0.6464 1.8288
H: 1.7878 0.9047 2.1629
H: 0.8123 2.6817 -0.6826
H: 0.7788 2.4614 0.9480
H: -0.6689 1.8887 -0.0529


Entry from the OMol25 dataset: a structure of composition C6H12FeOP (ωB97M-V with the def2-TZVPD basis set).

As for the LUMO energy (spin up / spin down): 0.6 / -1.8 eV. Its spin multiplicity is 6. The value obtained for the frontier orbital gap (spin up / spin down) is 4.7 / 4.8 eV. For the highest occupied orbital energy (spin up / spin down), the calculation gives -0.154 / -0.243 Ha.

Element x y z (Å)
C: -0.8944 -0.2463 -2.0648
C: -0.6459 -1.6442 -2.1492
C: -1.4701 -2.2812 -1.1634
C: -2.4030 -1.3370 -0.6625
C: -2.0039 -0.0495 -1.1451
Fe: 0.5752 1.5057 1.4622
P: 1.5036 2.8619 -0.2043
H: -0.3444 0.5238 -2.6009
H: 0.1016 -2.1264 -2.7708
H: -1.4741 -3.3493 -0.9319
H: -2.4249 0.9195 -0.8678
H: -3.2167 -1.5583 0.0164
H: 0.8537 4.1146 -0.4329
H: 1.7003 2.3696 -1.5420
H: 2.8166 3.3326 0.0920
C: 1.4643 -0.3267 2.7426
O: 0.5385 -0.4769 1.6583
H: 1.4594 0.7274 3.0844
H: 2.4778 -0.6008 2.4428
H: 1.1388 -0.9703 3.5552
H: 0.2477 -1.3881 1.4815


Entry from the OMol25 dataset: the ion C6H12N with charge +1 (ωB97M-V with the def2-TZVPD basis set).

The total charge is +1. As for the relative energy (zero: lowest compared OMol25 entry of this formula, charge and spin): 5.934 eV. As for the LUMO energy (spin up / spin down): -3.8 / -4.5 eV. The value obtained for the frontier orbital gap (spin up / spin down) is 9.0 / 7.5 eV. For the highest occupied orbital energy (spin up / spin down), the calculation gives -0.471 / -0.440 Ha.

Element x y z (Å)
C: 2.2118 0.3021 -0.1386
C: 2.8847 -0.7827 -0.1484
C: 1.2853 1.4032 0.0552
C: 0.0536 0.6869 0.6177
C: -1.2239 -1.4504 0.2131
C: -2.0632 0.7069 -0.3748
N: -0.8737 -0.1173 -0.1601
H: 2.6279 -1.7958 0.1037
H: 3.8134 -0.5748 -0.4617
H: 1.7261 2.1718 0.8049
H: 1.0138 1.9798 -0.9065
H: 0.1150 0.1856 1.5989
H: -0.3417 -2.0326 0.0445
H: -1.4851 -1.4169 1.3954
H: -2.1053 -1.8523 -0.3319
H: -2.7431 0.4716 -1.2929
H: -2.8165 0.7435 0.4323
H: -1.6178 1.6818 -0.4155
H: -0.4614 -0.3104 -1.0353


Entry from the OMol25 dataset: a cluster of 2 separate species, C6H12N in total (ωB97M-V with the def2-TZVPD basis set).

The total charge is +1. As for the relative energy (zero: lowest compared OMol25 entry of this formula, charge and spin): 5.147 eV. As for the LUMO energy (spin up / spin down): -5.6 / -5.6 eV. The value obtained for the frontier orbital gap (spin up / spin down) is 8.6 / 8.6 eV. For the highest occupied orbital energy (spin up / spin down), the calculation gives -0.520 / -0.520 Ha.

Element x y z (Å)
C: -3.1035 -0.4627 -0.0565
C: -2.1211 0.2663 0.1418
C: 0.5198 -0.6976 -1.3618
C: 1.7791 0.8831 0.0988
C: 0.4707 -0.8230 1.1934
C: -1.1790 1.2271 0.1058
N: 0.6316 -0.0011 -0.0124
H: -3.9097 -1.1295 -0.2068
H: 1.3650 -1.5005 -1.3818
H: -0.5000 -1.0556 -1.2296
H: 0.4143 0.1040 -2.1783
H: 1.6362 1.6658 -0.7962
H: 1.8019 1.3771 0.9783
H: 2.6498 0.2941 0.1705
H: 0.3138 -0.3106 2.1515
H: -0.1597 -1.6186 0.9330
H: 1.3348 -1.4967 1.3127
H: -0.8613 1.6685 1.0682
H: -1.0828 1.6097 -0.9307


Entry from the OMol25 dataset: the ion C6H12N with charge +1 (ωB97M-V with the def2-TZVPD basis set).

The total charge is +1. As for the relative energy (zero: lowest compared OMol25 entry of this formula, charge and spin): 1.494 eV. As for the LUMO energy: -5.4 eV. Its SMILES is C=[NH+]/C=C/CCC. The value obtained for the frontier orbital gap is 9.0 eV. For the highest occupied orbital energy, the calculation gives -0.527 Ha.

Element x y z (Å)
C: 3.5796 0.4062 -0.8848
N: 2.4171 0.6975 -0.4359
C: 1.3346 -0.2306 -0.4331
C: 0.2719 -0.1167 0.3462
C: -0.8354 -1.1157 0.1934
C: -2.1810 -0.4346 -0.1182
C: -2.5118 0.6900 0.8737
H: 3.7910 -0.6389 -1.1045
H: 4.3495 1.1603 -0.9661
H: 2.3298 1.6637 -0.1270
H: 1.4572 -0.9706 -1.2085
H: 0.2690 0.4816 1.2535
H: -0.9443 -1.6463 1.1405
H: -0.5975 -1.8950 -0.5288
H: -2.9571 -1.1960 -0.1085
H: -2.1033 -0.0194 -1.1180
H: -2.0024 0.6129 1.8345
H: -2.1013 1.6187 0.4506
H: -3.5655 0.9329 0.9413


Entry from the OMol25 dataset: the ion C6H12N with charge +1 (ωB97M-V with the def2-TZVPD basis set).

The total charge is +1. As for the relative energy (zero: lowest compared OMol25 entry of this formula, charge and spin): 3.508 eV. As for the LUMO energy: -5.8 eV. The value obtained for the frontier orbital gap is 8.2 eV. For the highest occupied orbital energy, the calculation gives -0.516 Ha.

Element x y z (Å)
C: 2.7037 0.3336 -0.0371
C: -0.8770 0.4068 -0.1902
C: -2.0426 -0.3110 -0.7338
C: 0.4533 -1.4202 0.5733
C: -0.8912 1.6414 0.6053
C: 0.4834 -0.1820 -0.4595
N: 1.5662 0.6622 -0.4180
H: 3.0120 -0.6288 0.3697
H: 3.5235 1.1175 0.0208
H: -3.0132 -0.4146 -0.0470
H: -1.7280 -1.2836 -1.1213
H: -2.4557 0.0541 -1.6540
H: 1.3736 -1.2670 1.1566
H: -0.4027 -1.5237 1.2625
H: 0.5578 -2.4027 -0.0738
H: -1.6837 2.1147 0.0972
H: 0.1413 2.0263 0.5739
H: -1.0844 1.5463 1.5816
H: 0.3638 -0.4694 -1.5063


Entry from the OMol25 dataset: a cluster of 2 separate species, C6H12N2 in total (ωB97M-V with the def2-TZVPD basis set).

The total charge is -1. As for the relative energy (zero: lowest compared OMol25 entry of this formula, charge and spin): 2.358 eV. As for the LUMO energy (spin up / spin down): 3.7 / 3.6 eV. Its spin multiplicity is 2. The value obtained for the frontier orbital gap (spin up / spin down) is 2.7 / 7.1 eV. For the highest occupied orbital energy (spin up / spin down), the calculation gives 0.034 / -0.127 Ha.

Element x y z (Å)
C: 0.5142 0.7131 2.8645
C: 0.6216 -0.6406 2.7139
C: 1.2816 1.6910 0.9292
N: 0.3440 1.6403 1.7993
H: 0.4529 1.1698 3.8581
H: 0.4429 -1.1208 1.7397
H: 0.8533 -1.2162 3.5989
H: 1.2753 2.4544 0.1401
H: 2.1512 0.9973 0.9556
C: 0.4682 -1.1766 -2.4422
C: -0.9533 -1.0408 -1.8980
C: -1.7570 0.6941 -0.5372
N: -0.9504 -0.3074 -0.6310
H: 0.4513 -1.7383 -3.3948
H: 0.9007 -0.1643 -2.6450
H: 1.1096 -1.7010 -1.7230
H: -1.3685 -2.0156 -1.7034
H: -1.6061 -0.5489 -2.6535
H: -2.4478 0.9731 -1.3346
H: -1.7838 1.3376 0.3634